A structure of composition C8H23GaO2PS at a distorted geometry, computed with ωB97M-V/def2-TZVPD.

Geometry as XYZ:
```
36
Properties=species:S:1:pos:R:3:forces:R:3
C 4.719 0.679 0.543 0.9 -0.1 -0.9
C 4.215 -0.428 -0.556 1.3 0.8 -0.2
S 2.559 -1.221 -0.189 0.5 -0.2 0.6
C 1.359 -0.030 0.617 -0.6 0.4 1.6
Ga 0.519 1.196 -0.831 0.5 -0.6 0.2
P 1.891 3.141 -0.930 0.0 0.9 -0.3
C 2.649 3.520 0.801 1.3 -0.5 1.1
O 3.199 2.658 -2.030 -1.2 0.8 -0.9
H 4.649 1.736 0.028 -0.1 -2.1 1.4
H 4.133 0.599 1.553 1.2 0.3 -2.0
H 5.884 0.488 0.717 -2.5 0.4 -0.1
H 4.203 0.060 -1.620 -0.1 -0.8 2.1
H 5.039 -1.289 -0.592 -2.1 1.5 0.1
H 1.834 0.588 1.513 -0.8 -1.4 -1.8
H 0.488 -0.671 1.122 2.1 0.9 -1.1
H -0.988 1.632 -0.527 0.0 0.1 0.2
H 0.620 0.431 -2.265 0.0 0.3 0.2
H 2.002 4.308 1.414 1.4 -1.6 -1.6
H 2.764 2.561 1.484 -0.3 1.9 -1.3
H 3.753 3.922 0.634 -2.3 -0.5 0.4
H 2.830 2.941 -2.939 0.9 -0.6 2.3
C -4.782 -3.283 0.820 0.1 -0.2 0.0
C -5.015 -1.782 0.807 0.3 0.1 0.1
O -3.854 -1.022 1.126 -0.3 -0.1 0.2
C -2.732 -1.179 0.261 0.2 0.2 -0.2
C -3.016 -0.784 -1.179 -0.2 0.0 -0.1
H -4.384 -3.601 1.789 -0.1 0.1 -0.1
H -5.720 -3.816 0.632 0.1 0.1 0.0
H -4.065 -3.589 0.055 -0.1 0.0 0.0
H -5.766 -1.537 1.566 0.2 0.1 0.0
H -5.430 -1.455 -0.152 0.0 -0.1 -0.1
H -2.347 -2.200 0.323 0.0 -0.1 -0.1
H -1.942 -0.527 0.652 -0.3 -0.1 0.1
H -3.775 -1.427 -1.633 0.0 -0.1 0.0
H -2.106 -0.862 -1.783 -0.1 0.1 0.1
H -3.386 0.246 -1.230 0.2 -0.1 0.0
```
Forces are in eV/Å.

Summary:
Net charge ... -1
HOMO-LUMO gap ... 0.2304 hartree